2 unconnected molecules or ions with the total composition C7H8BNO2 in a non-equilibrium geometry, computed with ωB97M-V with the def2-TZVPD basis set.

- HOMO-LUMO gap: 8.8243 eV
- Energy relative to the best compared isomer or geometry (same formula, charge and spin): 4.8934 eV
- LUMO: 0.0180 Eh

Element x y z (Å)
B -2.06 1.41 0.29
C 1.67 2.14 -0.02
C 0.31 2.24 -0.08
C 2.10 0.88 0.27
C -0.12 -0.10 0.39
C -0.58 1.20 0.08
C 1.28 -0.23 0.30
C -3.53 -1.40 0.54
N 1.92 -1.46 0.45
O -4.60 -1.15 -0.22
O -3.22 1.69 0.38
H 2.33 3.00 0.10
H -0.17 3.20 -0.45
H 3.14 0.66 0.17
H -0.94 -0.78 0.64
H -3.86 -2.36 0.97
H 2.85 -1.47 0.17
H 1.31 -2.26 0.24
H -4.52 -0.23 -0.52